1.
{
  "formula": "C33H74ClN8O11S2",
  "method": "wB97M-V/def2-TZVPD",
  "symbols": ["C", "C", "C", "C", "C", "C", "C", "C", "C", "S", "O", "O", "N", "S", "O", "O", "C", "C", "C", "Cl", "H", "H", "H", "H", "H", "H", "H", "H", "H", "H", "H", "H", "H", "H", "H", "H", "H", "H", "H", "H", "H", "H", "H", "H", "H", "C", "C", "O", "N", "C", "H", "H", "H", "H", "H", "H", "H", "C", "C", "O", "N", "C", "H", "H", "H", "H", "H", "H", "H", "C", "C", "O", "N", "C", "H", "H", "H", "H", "H", "H", "H", "C", "C", "O", "N", "C", "H", "H", "H", "H", "H", "H", "H", "C", "C", "O", "N", "C", "H", "H", "H", "H", "H", "H", "H", "C", "C", "O", "N", "C", "H", "H", "H", "H", "H", "H", "H", "C", "C", "O", "N", "C", "H", "H", "H", "H", "H", "H", "H"],
  "positions_angstrom": [[2.82952, -4.87773, 6.08343], [2.71587, -3.37839, 5.84547], [1.85183, -3.01584, 4.63078], [1.62789, -1.49647, 4.53524], [0.23377, -0.97500, 4.90777], [-0.03537, -0.65957, 6.38065], [-0.48371, -1.79775, 7.31459], [-1.41768, -2.84008, 6.70593], [-1.66029, -3.99948, 7.68435], [-3.35030, -4.61975, 7.77041], [-3.24107, -6.05620, 7.87126], [-3.93782, -3.93660, 8.90478], [-4.16148, -4.14822, 6.47228], [-3.70709, -4.70815, 5.04837], [-4.77593, -5.46300, 4.43022], [-2.39154, -5.30769, 5.02709], [-3.60718, -3.23024, 4.04173], [-4.89714, -2.41264, 4.07090], [-4.90323, -1.29999, 5.09107], [-3.62030, -0.07521, 4.74805], [3.37165, -5.35286, 5.26343], [3.41201, -5.07475, 6.98764], [1.85168, -5.33973, 6.21233], [2.29243, -2.90143, 6.73573], [3.70638, -2.93666, 5.70469], [2.41519, -3.32481, 3.75517], [0.91214, -3.56961, 4.66028], [2.39591, -0.98248, 5.12298], [1.78655, -1.21529, 3.49591], [0.09804, -0.03711, 4.35967], [-0.51269, -1.65890, 4.50021], [0.89102, -0.23970, 6.78925], [-0.77299, 0.14296, 6.44817], [0.35911, -2.31516, 7.77985], [-1.03363, -1.32672, 8.13581], [-2.38761, -2.40109, 6.46263], [-0.99463, -3.25333, 5.79484], [-1.46237, -3.63771, 8.69326], [-1.02447, -4.85712, 7.48190], [-3.43500, -3.63204, 3.04441], [-2.73573, -2.65492, 4.34947], [-5.07223, -1.98852, 3.08099], [-5.72070, -3.07793, 4.33760], [-5.84344, -0.75460, 5.05921], [-4.74064, -1.66768, 6.10022], [-3.07160, 4.16950, 0.50462], [-2.22838, 3.43692, 1.51988], [-1.00796, 3.35828, 1.41860], [-2.87397, 2.86315, 2.55939], [-4.29688, 2.85785, 2.84836], [-2.40834, 4.56724, -0.25954], [-3.80230, 3.49980, 0.04980], [-3.61081, 4.99576, 0.96971], [-2.26482, 2.38015, 3.20229], [-4.47775, 3.31997, 3.82072], [-4.66588, 1.83465, 2.88666], [-4.85149, 3.40276, 2.09137], [3.83822, -3.33319, -0.22069], [3.13667, -2.26368, 0.57779], [2.74458, -2.43623, 1.72117], [2.91682, -1.06099, -0.02428], [3.25968, -0.62149, -1.36256], [3.91472, -4.22304, 0.39769], [3.26611, -3.57430, -1.11764], [4.83176, -3.00740, -0.51983], [2.43260, -0.41083, 0.57458], [3.91330, 0.25260, -1.32425], [2.35312, -0.34583, -1.90813], [3.77938, -1.40196, -1.90493], [6.64902, -2.07972, -4.51313], [6.88620, -1.66520, -3.08454], [6.04106, -1.81900, -2.21301], [8.06914, -1.06397, -2.79715], [9.15967, -0.76874, -3.70447], [5.67003, -2.54727, -4.57327], [6.65787, -1.19202, -5.15022], [7.40173, -2.79041, -4.85479], [8.16632, -0.80217, -1.82857], [10.07330, -1.27413, -3.38574], [9.35449, 0.30480, -3.73347], [8.91178, -1.09623, -4.70845], [6.68830, 2.79172, -6.43855], [6.07015, 1.43166, -6.21377], [6.61964, 0.40325, -6.58903], [4.87889, 1.38314, -5.57187], [4.08448, 2.48047, -5.04793], [7.63088, 2.65127, -6.95848], [6.03688, 3.42035, -7.04624], [6.87558, 3.29599, -5.48999], [4.51946, 0.44810, -5.45440], [3.93855, 2.36873, -3.97331], [3.10214, 2.50131, -5.52043], [4.58002, 3.42695, -5.23605], [1.20678, 0.71346, -3.22653], [2.35913, 1.47595, -2.61107], [3.42257, 1.61844, -3.20310], [2.16798, 1.98927, -1.37590], [0.98455, 1.91472, -0.52791], [1.51683, 0.36685, -4.20775], [0.93704, -0.14677, -2.61321], [0.32933, 1.35171, -3.33423], [2.97099, 2.48244, -1.01818], [0.61494, 2.90827, -0.28654], [1.22486, 1.41110, 0.40836], [0.19427, 1.36076, -1.02322], [-7.82662, 2.66325, -1.93123], [-6.33655, 2.87843, -1.79621], [-5.79791, 2.96721, -0.70227], [-5.61134, 2.96678, -2.93661], [-6.06509, 2.88467, -4.31317], [-8.25083, 2.61365, -0.93331], [-8.29197, 3.48526, -2.47642], [-8.03904, 1.73041, -2.45424], [-4.62517, 3.10454, -2.77837], [-5.57417, 2.06182, -4.82712], [-5.81768, 3.80362, -4.84455], [-7.14036, 2.73644, -4.34764], [-5.44175, 3.50864, -8.49935], [-4.15842, 3.42109, -7.70393], [-4.07529, 2.74927, -6.68929], [-3.08970, 4.12464, -8.16087], [-3.00510, 4.96938, -9.33450], [-6.18738, 2.89475, -8.00358], [-5.80256, 4.53675, -8.54770], [-5.29843, 3.13926, -9.51525], [-2.26674, 4.02323, -7.58730], [-2.24244, 4.59838, -10.02112], [-2.74534, 5.99174, -9.05506], [-3.95653, 4.98716, -9.85552]],
  "mulliken_charge": [-1.3640, -0.3313, -0.3528, -0.2879, -0.1505, -1.0103, -1.1574, 1.2568, -1.3785, 1.3687, -0.7203, -0.7820, -0.5086, 1.0502, -0.7137, -0.6174, 0.7626, -0.8515, -0.4715, -0.1897, 0.3311, 0.3911, 0.2740, 0.1820, 0.3467, 0.4717, 0.1922, 0.3580, -0.1483, 0.2667, -0.0785, 0.3154, 0.4052, 0.4173, 0.4401, -0.4648, 0.1121, 0.6274, 0.2182, 0.5074, -1.0698, 0.3963, 0.2594, 0.4204, 0.3364, -1.0574, 0.8221, -0.6664, -0.0412, -0.7920, 0.3105, 0.1965, 0.3361, 0.1308, 0.2846, 0.2108, 0.3326, -1.1156, 0.5699, -0.4603, 0.1568, 0.1911, 0.3228, 0.3365, 0.1913, 0.0213, 0.1631, -0.4251, 0.2480, -1.0328, 0.7020, -0.5823, -0.1636, -0.8858, 0.2331, 0.1436, 0.4283, 0.2408, 0.2959, 0.2655, 0.3516, -1.3826, 0.8674, -0.7247, -0.0011, -1.0230, 0.3287, 0.3598, 0.3512, 0.1772, 0.3537, 0.1692, 0.4273, -1.4940, 0.2343, -0.5095, 0.2535, -0.9303, 0.2696, 0.4678, 0.3909, 0.2465, 0.4115, 0.2382, 0.2514, -1.3840, 0.7682, -0.5868, -0.1141, -0.7956, 0.2899, 0.3557, 0.3630, 0.1768, 0.2751, 0.2141, 0.3598, -1.3545, 0.7773, -0.5937, -0.1642, -0.8257, 0.2660, 0.3761, 0.4272, 0.2377, 0.2865, 0.2835, 0.3071],
  "lumo_energy_ha": 0.046,
  "total_charge": -1,
  "multiplicity": 1,
  "gap_ha": 0.2563,
  "e_homo_ev": -5.73
}

***

2.
{
  "formula": "C33H75B4F16N9O3",
  "method": "wB97M-V/def2-TZVPD",
  "symbols": ["C", "C", "N", "C", "C", "N", "C", "C", "H", "H", "H", "H", "H", "H", "H", "H", "H", "H", "H", "C", "C", "N", "C", "C", "N", "C", "C", "H", "H", "H", "H", "H", "H", "H", "H", "H", "H", "H", "C", "C", "N", "C", "C", "N", "C", "C", "H", "H", "H", "H", "H", "H", "H", "H", "H", "H", "H", "C", "N", "C", "C", "C", "C", "O", "H", "H", "H", "H", "H", "H", "H", "H", "H", "H", "H", "H", "H", "H", "C", "N", "C", "C", "C", "C", "O", "H", "H", "H", "H", "H", "H", "H", "H", "H", "H", "H", "H", "H", "H", "C", "N", "C", "C", "C", "C", "O", "H", "H", "H", "H", "H", "H", "H", "H", "H", "H", "H", "H", "H", "H", "B", "F", "F", "F", "F", "B", "F", "F", "F", "F", "B", "F", "F", "F", "F", "B", "F", "F", "F", "F"],
  "positions_angstrom": [[-2.04075, -6.34060, -2.89998], [-0.80260, -6.08402, -3.76612], [-0.27678, -4.76232, -3.42876], [0.50865, -4.43319, -2.32802], [0.61354, -3.07078, -2.35135], [-0.00532, -2.59450, -3.47646], [-0.55319, -3.65851, -4.13549], [-0.07885, -1.21153, -3.93428], [-2.38551, -7.36314, -3.04863], [-2.82946, -5.62148, -3.12976], [-1.86376, -6.20798, -1.83141], [-0.96773, -6.02923, -4.84040], [-0.09082, -6.87616, -3.53999], [0.71251, -5.20169, -1.60105], [1.25247, -2.54924, -1.64520], [-1.24196, -3.64655, -4.96404], [0.00817, -0.40160, -3.21059], [-1.06082, -1.06557, -4.38408], [0.71516, -0.98310, -4.64497], [4.42951, 7.04228, -4.06084], [4.33133, 6.12789, -5.26534], [3.11889, 5.32715, -5.11530], [1.87450, 5.74474, -5.48861], [1.05862, 4.66496, -5.24993], [1.71408, 3.78459, -4.46657], [3.02440, 4.11793, -4.52191], [1.15677, 2.59943, -3.81307], [3.44945, 7.48513, -3.87056], [5.10663, 7.89000, -4.17652], [4.75552, 6.62231, -3.10868], [5.22074, 5.50359, -5.33232], [4.25398, 6.70702, -6.18380], [1.66547, 6.63696, -6.05433], [0.01254, 4.60742, -5.50499], [3.81953, 3.60348, -3.99558], [1.79706, 1.72577, -3.90867], [0.20789, 2.33538, -4.28170], [0.98996, 2.84059, -2.76580], [1.21831, 6.03569, 2.70779], [1.02089, 5.90117, 1.20362], [-0.26752, 5.24951, 0.81415], [-1.57442, 5.72327, 0.82536], [-2.37587, 4.75311, 0.29983], [-1.53013, 3.76790, -0.23525], [-0.25587, 4.14364, 0.05211], [-1.93544, 2.58567, -1.03203], [0.62074, 6.88921, 3.03491], [2.25482, 6.20337, 2.99616], [0.92106, 5.21626, 3.36356], [1.84441, 5.36045, 0.73673], [1.00948, 6.86951, 0.70410], [-1.78736, 6.65674, 1.32043], [-3.44052, 4.75447, 0.13524], [0.59380, 3.53122, -0.23392], [-1.09870, 2.38409, -1.69438], [-2.88459, 2.86555, -1.48358], [-2.05448, 1.79214, -0.29472], [-2.02485, 2.39785, 5.27174], [-1.27157, 1.68608, 4.12627], [-1.21081, 2.71600, 3.00278], [0.17979, 1.25541, 4.50071], [-2.09924, 0.52401, 3.56565], [-2.19613, -0.71240, 4.41409], [-2.78363, -0.46094, 5.69187], [-1.51541, 3.35570, 5.33976], [-1.87644, 1.84830, 6.19620], [-3.03015, 2.42159, 4.86223], [-0.49656, 2.22933, 2.33451], [-0.84544, 3.62276, 3.47809], [-2.19025, 2.89990, 2.56627], [0.68457, 0.64113, 3.75225], [0.18378, 0.73922, 5.45843], [0.70186, 2.20665, 4.58738], [-1.81802, 0.19242, 2.56581], [-3.15637, 0.80133, 3.50432], [-1.18074, -1.02078, 4.67839], [-2.83790, -1.46420, 3.95034], [-2.46198, -1.09832, 6.33411], [2.90263, -3.41099, 4.12667], [1.72665, -3.96427, 3.31427], [0.57641, -3.05852, 3.39040], [2.21851, -4.05974, 1.88194], [1.43592, -5.36098, 3.79056], [0.22517, -6.07762, 3.19829], [0.35072, -6.26443, 1.77736], [2.88859, -2.32379, 4.06992], [3.86483, -3.85348, 3.88815], [2.60666, -3.62571, 5.15555], [-0.21694, -3.41124, 2.73243], [0.90045, -2.07242, 3.05756], [0.15134, -2.98683, 4.39201], [1.49535, -4.36409, 1.12962], [3.00259, -4.80939, 1.80320], [2.55360, -3.06194, 1.58715], [1.34929, -5.24571, 4.87177], [2.24171, -6.07840, 3.63254], [-0.67144, -5.46898, 3.33503], [0.14327, -7.03862, 3.70522], [-0.39493, -6.77502, 1.45008], [-4.56350, -0.63763, -2.09202], [-4.94755, -1.90002, -1.30928], [-5.47643, -1.56125, 0.07401], [-6.10641, -2.46369, -2.08643], [-3.79780, -2.88061, -1.28345], [-2.47203, -2.37505, -0.59010], [-1.97565, -1.24404, -1.27734], [-4.13222, -1.00765, -3.01695], [-3.92405, -0.04540, -1.44613], [-5.48334, -0.08091, -2.26205], [-5.72207, -2.41113, 0.70909], [-6.30517, -0.86038, 0.01693], [-4.64639, -1.10594, 0.61547], [-5.84289, -2.67565, -3.12214], [-6.93162, -1.75672, -2.16182], [-6.50869, -3.36472, -1.62594], [-3.48960, -3.03831, -2.31734], [-4.09821, -3.82747, -0.83876], [-1.70770, -3.15520, -0.59179], [-2.65993, -2.00402, 0.42123], [-1.34359, -0.83723, -0.67255], [4.35128, -3.41473, -1.40618], [3.97434, -2.87321, -0.16048], [4.95675, -4.63662, -1.14739], [3.31785, -3.47150, -2.31850], [5.30057, -2.52533, -1.91165], [0.75942, 0.14463, 0.41918], [-0.33891, -0.21766, 1.20071], [0.42043, 0.67005, -0.81144], [1.40445, 1.19011, 1.13416], [1.61615, -0.94947, 0.28157], [3.92528, -0.22609, 3.15484], [3.67411, 0.91704, 2.37802], [5.31096, -0.35395, 3.36421], [3.16276, -0.01816, 4.34194], [3.38668, -1.29045, 2.44789], [3.35413, 3.37222, -1.09109], [4.44254, 3.42037, -2.00409], [2.57191, 2.22829, -1.27854], [4.04700, 3.32953, 0.12062], [2.51381, 4.52065, -1.22233]],
  "mulliken_charge": [-0.8269, -0.7095, 0.2446, -0.6948, -1.0346, 0.5703, -0.2829, -0.6768, 0.4515, 0.1815, 0.2279, 0.4107, 0.3369, 0.6309, 0.9528, 0.4174, -0.1086, 0.3795, 0.4429, -1.0376, -0.4843, 0.1679, -0.5344, -0.3216, 0.3752, -0.3574, -0.5902, 0.3167, 0.3893, 0.2924, 0.3430, 0.3481, 0.4238, 0.4088, 0.5508, 0.3525, 0.3522, -0.0627, -1.0567, -0.1804, 0.5090, -0.7933, -0.4421, 0.4176, -0.4394, -0.0789, 0.3586, 0.4005, 0.1381, -0.0057, 0.4434, 0.4867, 0.5044, 0.2817, -0.1720, 0.3873, 0.0135, -0.7641, 0.3648, -0.7952, -0.9516, 0.4401, -0.4282, -0.5684, 0.3677, 0.2813, 0.3376, 0.2810, 0.2116, 0.4527, 0.3211, 0.3721, 0.3900, -0.5493, 0.3806, 0.0668, 0.4292, 0.3573, -0.6711, 0.7187, -1.1018, -0.9594, -0.6229, -0.5763, -0.4384, 0.1515, 0.4042, 0.3794, 0.3113, 0.2057, 0.5096, 0.2115, 0.4486, 0.2916, 0.3831, 0.4436, 0.2967, 0.4455, 0.2834, -1.0399, 0.2744, -0.6790, -0.9167, -1.1514, 0.1164, -0.0109, 0.3999, 0.4066, 0.4444, 0.3449, 0.3786, 0.2104, 0.3679, 0.4199, 0.3859, 0.4266, 0.3893, 0.3614, 0.1329, -0.3805, 0.2039, -0.1051, -0.3708, -0.2878, -0.3934, 0.3878, -0.1014, -0.2624, -0.4700, -0.1476, 0.1153, -0.3225, -0.3651, -0.4458, -0.2220, 0.4255, -0.3663, -0.1083, -0.3247, -0.4493],
  "lumo_energy_ha": -0.183,
  "total_charge": 2,
  "multiplicity": 1,
  "gap_ha": 0.2615,
  "e_homo_ev": -12.09
}